The following is a quantum chemistry calculation of a molecular structure, C19H36F6LiO15P, from OMol25.

Geometry as ORCA input:
```
! RIJCOSX wB97M-V def2-TZVPD def2/J DEFGRID3
* xyz 1 2
P 3.94836 -0.19788 -0.02778
F 2.92645 0.65962 -0.98279
F 4.97434 -1.02790 0.99599
F 3.84025 -1.41365 -1.13821
F 4.12252 0.99222 1.02113
F 5.22720 0.54304 -0.68499
F 2.72920 -0.86736 0.86775
O 0.61098 0.52851 -4.62146
O 1.00220 -2.01126 -1.13247
O -2.14471 0.95442 -1.02156
O -0.05744 -3.52338 -2.52726
O 0.40120 1.70967 1.73739
O 0.13323 1.01894 -1.13632
O 0.94436 -4.29027 -0.81220
O 2.21661 -0.65664 -5.54583
O 0.17144 -0.92450 1.99598
O 0.70467 0.33489 -6.93694
O -0.96889 2.87666 3.09922
O 0.33664 -1.21238 4.29628
O -1.08293 2.91408 -1.20727
O -1.65925 -1.48038 3.26334
O 1.10206 3.15755 3.37960
C 0.72927 -3.13631 -1.44487
C -4.51179 0.71512 -0.62801
C -1.97570 -3.05146 1.35032
C -3.13705 2.97189 3.54200
C -0.94924 1.59924 -1.20462
C 1.57004 0.24787 -3.57959
C 1.88545 -4.39185 0.29025
C 0.16576 2.52360 2.61153
C 0.04472 3.79209 -1.28648
C 1.10738 0.08882 -5.80364
C -0.55050 -2.50844 -3.36170
C 1.64105 -0.82189 4.44598
C -2.45385 -1.84557 2.15522
C -3.34939 1.63149 -1.25749
C 2.73184 -0.34318 -4.28997
C 2.48685 3.05664 3.05060
C -1.64752 -1.70979 -2.72421
C -2.12811 2.24408 2.72953
C -0.31815 -1.17271 3.08551
Li 1.03376 -0.16497 0.31068
H 1.80451 -0.18596 5.31602
H -1.42063 -1.27158 -1.75231
H -1.84209 -0.83247 -3.34111
H 2.64795 -3.61487 0.23556
H 0.27094 -1.96608 -3.82990
H -2.54180 -2.33071 -2.67121
H 3.05499 2.21113 3.43848
H 1.21211 -0.21423 -2.65956
H -2.48343 -1.03829 1.42343
H -0.89822 -3.15772 -4.16522
H -5.54718 0.96699 -0.85738
H -4.11852 2.86173 3.08084
H -2.99798 4.05122 3.60362
H 1.97611 1.19661 -3.22873
H -3.40706 1.72882 -2.34160
H 2.00075 -0.22334 3.60904
H 2.33706 -5.38291 0.33470
H 3.56960 0.34120 -4.42364
H -3.50115 -1.89671 2.45296
H 2.25782 -1.70645 4.60490
H -0.94479 -3.04419 0.99639
H -2.31284 1.18225 2.89233
H -2.20697 2.42405 1.65738
H -4.31591 0.45751 0.41284
H -3.00252 2.73399 4.59718
H 2.86164 4.00171 3.44362
H -2.70343 -3.30924 0.58086
H 0.52726 3.95941 -0.32355
H 3.08265 -1.24359 -3.78569
H 0.84760 3.45374 -1.94147
H -3.40131 2.59365 -0.74796
H 1.30997 -4.14434 1.18224
H -0.28922 4.77816 -1.60935
H -2.01560 -3.92703 1.99831
H -4.37754 -0.28520 -1.03965
H 2.71389 3.02402 1.98500
*
```

## Properties
**HOMO-LUMO gap (spin up / spin down)**: 0.3892 / 0.1192 Eh
**HOMO energy (spin up / spin down)**: -13.38 / -13.38 eV
**Lowest unoccupied orbital energy (spin up / spin down)**: -2.79 / -10.14 eV
**Energy relative to the best compared isomer or geometry (same formula, charge and spin)**: 0.0 kJ/mol
**⟨S²⟩**: 0.76



The following is a quantum chemistry calculation of C5H5N5 in the gas phase, from OMol25.

Geometry as ORCA input:
```
! RIJCOSX wB97M-V def2-TZVPD def2/J DEFGRID3
* xyz 0 1
N -0.22431 -0.27041 -1.34061
N -1.56898 -2.89678 1.32418
N -0.71981 -2.05386 1.54562
N -0.76532 -1.29204 -0.68788
N 0.86708 1.42626 2.81434
C 0.13641 0.22118 0.70831
C 0.85105 1.89934 -1.27886
C 0.24649 0.72319 -0.61625
C 0.52725 0.82303 1.93174
C -0.55882 -1.07352 0.57832
H 1.49199 1.52687 -2.15884
H 0.13459 2.54742 -1.81532
H -1.67110 -3.69912 1.92610
H -0.24046 -0.40305 -2.28303
H 1.49395 2.52151 -0.64782
*
```

## Properties
**HOMO-LUMO gap**: 0.3380 Eh
**HOMO energy**: -9.13 eV
**Lowest unoccupied orbital energy**: 0.06 eV
**Energy relative to the best compared isomer or geometry (same formula, charge and spin)**: 372.1 kJ/mol
**SMILES**: [H]/N=N/c1n[nH]c(C)c1C#N



The following is a quantum chemistry calculation of a molecular structure, C21H18Br2N7S2Y, from OMol25.

Geometry as ORCA input:
```
! RIJCOSX wB97M-V def2-TZVPD def2/J DEFGRID3
* xyz 2 1
Y -0.50141 0.18869 0.10009
Br 4.03633 -4.90641 -1.84997
Br 5.97325 0.94297 2.85997
S -1.46980 1.26920 2.35689
S -1.84136 4.25012 2.78531
N -0.60835 0.51513 -2.31318
N -1.11218 3.31152 0.57310
N 1.73453 0.46626 1.02211
N -2.08367 -2.63736 1.13229
N -2.17546 -1.44251 0.50854
N 0.98062 -1.77565 -0.28842
N -0.86596 2.38790 -0.36625
C -0.67558 2.80205 -1.57576
C 2.04602 1.52825 1.77664
C 2.79705 -3.65703 -1.20863
C 3.95151 -0.34915 1.35339
C 4.26095 0.76408 2.12743
C 3.28638 1.72570 2.34593
C -3.48422 -1.15721 0.50075
C 1.44225 -3.80696 -1.47913
C -0.68984 -0.38600 -3.29852
C 0.58581 -2.84033 -1.00086
C -0.77149 -0.04779 -4.63521
C -3.28506 -3.09834 1.50588
C -4.22186 -2.16929 1.10805
C -0.61716 1.82814 -2.65229
C -0.75127 1.29569 -4.98221
C -1.44263 2.90753 1.78116
C 2.29298 -1.64583 -0.00777
C 3.22375 -2.56810 -0.46049
C -2.18493 3.54765 4.41312
C 2.68496 -0.46789 0.81089
C -0.66921 2.24396 -3.97768
H 4.70658 -1.10544 1.20518
H 1.26015 2.25624 1.93445
H -0.66343 3.30281 -4.19779
H -0.68432 -1.42732 -3.00216
H -1.99077 4.34560 5.12587
H -0.84998 -0.81660 -5.39011
H -5.28802 -2.21348 1.24392
H -0.67103 3.86445 -1.79845
H 1.07434 -4.64739 -2.04970
H -3.84812 -0.23884 0.06566
H -3.22964 3.25325 4.46644
H -1.19512 -3.07706 1.30080
H -1.53687 2.70191 4.61903
H -0.47993 -2.92083 -1.18944
H -3.40066 -4.03541 2.02551
H 4.27715 -2.46183 -0.25283
H 3.48266 2.60131 2.94720
H -0.80793 1.59963 -6.01871
*
```

## Properties
**HOMO-LUMO gap**: 0.2459 Eh
**HOMO energy**: -13.33 eV
**Lowest unoccupied orbital energy**: -6.64 eV
**Energy relative to the best compared isomer or geometry (same formula, charge and spin)**: 27.0 kJ/mol



The following is a quantum chemistry calculation of 2 unconnected molecules or ions with the total composition C4H12N2O3, from OMol25.

Geometry as ORCA input:
```
! RIJCOSX wB97M-V def2-TZVPD def2/J DEFGRID3
* xyz 0 1
O 2.90967 1.34841 -0.39526
O -0.12203 -2.92696 1.40519
O -2.07569 -1.16875 -0.14332
N 1.28884 -0.07673 0.11158
N -1.49492 1.27142 0.28539
C 0.56157 0.26576 -1.13241
C 2.33530 0.68480 0.44101
C -2.41020 0.24877 -0.21480
C -0.43020 1.52841 -0.64086
H 0.30274 2.31606 -0.52959
H 0.15528 -0.67763 -1.48749
H -3.31678 0.08722 0.46947
H 0.34248 -3.57986 0.83993
H 2.82380 0.52853 1.52617
H -2.52733 0.48084 -1.34218
H -1.00165 -3.18994 1.40934
H -1.30563 -1.39737 0.18530
H 0.82986 -0.81499 0.72105
H 1.27988 0.82709 -1.80059
H -1.16100 0.91318 1.16783
H -1.01357 1.75591 -1.58850
*
```

## Properties
**HOMO-LUMO gap**: 0.3456 Eh
**HOMO energy**: -9.03 eV
**Lowest unoccupied orbital energy**: 0.37 eV
**Energy relative to the best compared isomer or geometry (same formula, charge and spin)**: 293.0 kJ/mol
**SMILES**: O=CNCCNCO.O



The following is a quantum chemistry calculation of 5 unconnected molecules or ions with the total composition C27H26F4O, from OMol25.

Geometry as ORCA input:
```
! RIJCOSX wB97M-V def2-TZVPD def2/J DEFGRID3
* xyz -1 2
F -4.34425 0.46189 -3.52417
F 2.62855 -3.06409 2.44282
F 2.23588 2.29069 0.82178
F -2.56966 1.96806 2.00918
O -1.43067 -1.07591 -0.91574
C -0.39072 1.11745 -0.78129
C 6.21252 -2.72786 3.24032
C 5.88159 1.61963 2.47707
C -3.96408 1.22313 0.19921
C 4.77740 0.87457 2.91140
C 5.73698 2.54348 1.49772
C -4.25515 -1.82245 -3.36018
C 4.52316 2.81213 0.87984
C 3.53568 1.19611 2.38201
C -4.78449 -3.10212 -3.72717
C 4.34380 -1.94244 1.32073
C -5.65917 -3.21666 -4.79788
C 3.42494 2.05993 1.29659
C -5.03712 1.53386 -0.61237
C -0.58548 -0.34042 -0.41210
C -6.02469 -2.07100 -5.51744
C -3.60363 2.22169 1.17623
C 5.74433 -1.73828 1.09911
C 6.61217 -2.04209 2.12888
C -5.72254 2.77728 -0.48067
C -4.27070 3.45432 1.25641
C 3.94266 -2.68832 2.41258
C 0.42438 -0.90996 0.55858
C -4.70780 -0.71148 -4.02878
C -5.64172 -0.81744 -5.07622
C 4.89796 -3.14270 3.38451
C -5.40124 3.66449 0.47901
H 4.52659 -3.74573 4.19989
H 6.77540 1.53949 3.07797
H 1.23979 -0.18848 0.50682
H -4.43012 -3.96300 -3.17973
H -4.04479 4.12911 2.06883
H -3.37422 0.32033 0.14064
H -0.72645 1.67279 0.09449
H -6.56160 2.88840 -1.15152
H -6.00293 0.09162 -5.53399
H -3.52471 -1.81432 -2.56470
H 6.80628 -3.00471 4.09893
H 4.35554 3.47265 0.04198
H 0.08648 -1.09250 1.57867
H -5.89800 -4.20527 -5.16122
H 6.67627 3.02410 1.26719
H -1.06907 1.38519 -1.59138
H -5.32255 0.74178 -1.28879
H -5.94922 4.58240 0.63250
H 0.87688 -1.84021 0.21509
H 7.62627 -1.74832 1.90155
H 0.62736 1.39966 -1.04958
H -6.59980 -2.26558 -6.41063
H 6.05076 -1.15721 0.24187
H 2.68898 0.64156 2.75879
H 4.96376 0.29619 3.80424
H 3.67408 -1.56553 0.56190
*
```

## Properties
**HOMO-LUMO gap (spin up / spin down)**: 0.0629 / 0.2337 Eh
**HOMO energy (spin up / spin down)**: 0.55 / -4.10 eV
**Lowest unoccupied orbital energy (spin up / spin down)**: 2.26 / 2.26 eV
**⟨S²⟩**: 0.76



The following is a quantum chemistry calculation of C5H8FNO in the gas phase, from OMol25.

Geometry as ORCA input:
```
! RIJCOSX wB97M-V def2-TZVPD def2/J DEFGRID3
* xyz 0 1
F -0.01375 -3.75100 1.24197
O 0.18972 -0.39119 -1.28983
N -0.93409 -1.35094 -1.24005
C -0.99544 0.68202 0.51305
C -0.85887 -2.25549 -0.35525
C 0.22151 -2.46296 0.67602
C -0.15039 0.68516 -0.48534
C 0.81806 1.83859 -0.72232
H -0.09067 -1.83798 1.54825
H 1.05021 2.24418 0.28644
H -1.56965 -0.23383 0.82817
H -1.77562 -2.91347 -0.34344
H 1.32499 -2.27608 0.41804
H 0.30317 2.64352 -1.12925
H -0.96166 1.49481 1.23383
H 1.47896 1.48918 -1.39185
*
```

## Properties
**HOMO-LUMO gap**: 0.3672 Eh
**HOMO energy**: -9.09 eV
**Lowest unoccupied orbital energy**: 0.90 eV
**Energy relative to the best compared isomer or geometry (same formula, charge and spin)**: 434.5 kJ/mol
**SMILES**: C=C(C)O/N=C\CF



The following is a quantum chemistry calculation of a molecular structure, C43H49N2O5PSSbSr, from OMol25.

Geometry as ORCA input:
```
! RIJCOSX wB97M-V def2-TZVPD def2/J DEFGRID3
* xyz -1 1
Sb 1.57259 0.86068 3.01351
Sr -1.01379 0.58269 -0.10285
S -2.40597 -1.80672 -0.06649
P -0.72012 -1.13102 -2.44739
O -1.38407 1.72913 1.69278
O -3.27337 -2.24241 0.99430
O -2.93876 -0.74884 -0.91775
O 1.11278 0.89413 -0.18131
O -1.03152 -1.52110 0.34967
N -0.54201 2.05329 -2.12320
N -2.79976 1.97763 -0.68837
C -3.81612 2.04941 0.06429
C 1.05689 -2.16835 2.67726
C -2.80894 -1.08279 -4.20897
C 1.43592 -2.37718 -1.48348
C -2.51518 2.69192 3.51440
C 2.72735 -2.84671 -1.37055
C -3.72796 2.23797 1.47963
C -1.25814 -3.76780 -3.34146
C 0.81671 -1.09811 3.72399
C 0.52677 2.03999 -2.81345
C -4.88832 3.04781 3.45254
C 1.78634 1.51320 -2.39592
C 1.88388 -1.61625 -3.70621
C -0.67050 -0.99590 4.00736
C -1.83964 -5.01758 -3.22401
C -3.66700 3.11709 4.12210
C -2.75821 -4.40919 -1.09286
C 0.90416 1.90355 4.90170
C 3.35609 0.59378 -0.79741
C -0.81216 -0.18004 -5.16646
C 2.84188 1.58517 -3.31635
C 3.66027 0.46844 3.84056
C -1.49875 0.07366 -6.34244
C 0.99002 -1.76175 -2.65473
C -1.43603 -2.82323 -2.33198
C -2.19447 -3.15834 -1.22860
C -1.70901 2.67798 -2.66755
C -3.50134 -0.79880 -5.36857
C 1.49896 1.40795 6.20848
C -1.44142 -0.81456 -4.09982
C 1.05779 3.41144 4.77481
C 4.37225 -0.65898 3.11150
C -2.84235 -0.23659 -6.45241
C 4.35385 0.65708 -1.72923
C -2.93441 1.96692 -2.10511
C -2.47763 2.18302 2.18652
C 4.10800 1.15995 -3.01084
C -2.57782 -5.34753 -2.09634
C 3.61706 -2.68267 -2.42221
C 3.18661 -2.07079 -3.58431
C -4.89689 2.61943 2.14874
C 4.48329 1.74311 3.75378
C 2.01366 0.99211 -1.07289
H 5.40847 -0.73961 3.45170
H 3.04699 -3.32708 -0.45699
H -0.97882 0.52115 -7.18038
H 2.09576 -2.21521 2.36045
H 4.55626 2.07619 2.72007
H -1.71890 3.72006 -2.32123
H -1.72520 -5.74360 -4.01772
H 1.36457 -1.34887 4.64183
H -4.55755 -1.01996 -5.43244
H 0.67085 3.75534 3.81704
H -5.83073 2.60128 1.59906
H 0.21975 0.12198 -5.08248
H 3.88674 -1.61259 3.30199
H 0.76937 -3.14898 3.06483
H -3.37987 -0.02805 -7.36789
H -3.33854 -4.62222 -0.20837
H 0.52313 2.49749 -3.82188
H -4.83138 2.08586 -0.36450
H -3.33274 -1.50612 -3.36094
H 3.55312 0.18383 4.88849
H -0.87637 -0.40076 4.89543
H -0.67987 -3.51930 -4.22259
H 3.54765 0.22798 0.20247
H 5.35119 0.32546 -1.47411
H 2.10312 3.70545 4.84724
H 0.51470 3.92011 5.57447
H 0.44586 -1.95590 1.80817
H 5.49401 1.57829 4.13630
H 3.87428 -1.93159 -4.40882
H -3.63404 3.50690 5.13171
H 4.02657 2.53951 4.33576
H -0.16129 1.66874 4.90771
H 2.63090 1.99344 -4.30014
H 4.90347 1.22677 -3.73888
H -5.80481 3.33434 3.94671
H -3.86633 2.44501 -2.44616
H -1.57516 2.73795 4.03821
H 0.96256 1.84862 7.05254
H 4.64058 -3.02317 -2.33404
H -1.18139 -0.54619 3.15468
H 2.54579 1.69035 6.29518
H 1.41880 0.32591 6.28869
H 1.58809 -1.15777 -4.63565
H 4.38141 -0.47946 2.03779
H -1.09732 -1.98897 4.16173
H -2.93751 0.93370 -2.46207
H 0.75065 -2.47084 -0.65204
H -3.02182 -6.33000 -2.00633
H -1.72649 2.66920 -3.77103
*
```

## Properties
**HOMO-LUMO gap**: 0.2622 Eh
**HOMO energy**: -4.72 eV
**Lowest unoccupied orbital energy**: 2.41 eV
**Energy relative to the best compared isomer or geometry (same formula, charge and spin)**: 312.6 kJ/mol



The following is a quantum chemistry calculation of a molecular structure, C25H49AuCl3P2, from OMol25.

Geometry as ORCA input:
```
! RIJCOSX wB97M-V def2-TZVPD def2/J DEFGRID3
* xyz -1 3
Au -0.56589 -0.02174 -0.36216
Cl -1.98067 0.12827 1.60529
Cl 0.21996 -1.01784 3.77416
Cl 0.16901 0.11071 -2.67062
P -0.84697 -2.48574 -0.73449
P -0.11711 2.51310 -0.77268
C 1.75489 -2.76195 -1.90682
C -2.39900 -3.27228 1.51576
C 0.05651 -3.75375 1.60761
C 3.72689 0.59911 4.73551
C 2.43632 0.05553 4.80596
C -1.02384 3.30486 -2.20015
C -3.63089 -1.92229 -1.06023
C 4.37404 0.70604 3.50397
C 1.67124 2.84731 -1.18550
C 1.89048 -0.92952 1.20619
C -2.00522 3.55468 1.01634
C 2.62990 2.21816 -0.16764
C -1.17275 4.82936 -2.10954
C -1.16251 -3.64577 0.69665
C 1.81681 -0.40972 3.65645
C 2.00330 4.31386 -1.49281
C 2.47650 -0.37563 2.37289
C -2.42992 -2.63288 -1.70746
C -0.50850 3.59727 0.68142
C 0.33363 3.23374 1.91183
C 3.77910 0.21278 2.35386
C -2.79520 -4.07745 -2.06826
C 0.44336 -4.87733 -1.71896
C 0.34439 -3.35566 -1.89188
C -2.39649 2.65918 -2.45973
H 3.08853 4.39481 -1.65955
H 1.73969 4.98280 -0.65746
H 1.74217 -1.73335 -2.28785
H -3.33324 -1.14037 -0.35199
H 1.02722 -5.27261 -2.56359
H 5.37390 1.12626 3.44198
H 4.21712 0.92508 5.65154
H 2.38743 -3.36144 -2.58966
H 2.06718 -0.44135 0.24505
H -1.96457 5.11859 -1.40538
H -2.09287 0.45608 -0.88053
H -2.10439 -4.51588 -2.79516
H -2.27848 1.64583 -2.85790
H 0.26606 -2.77871 2.06545
H 3.37745 2.95361 0.19435
H 3.16858 1.37537 -0.63140
H -0.25046 5.34493 -1.82622
H -3.00324 2.60629 -1.54481
H -1.32990 -4.62339 0.21460
H -2.15429 4.01758 2.00063
H 1.93597 -0.06941 5.76801
H -2.35941 2.51490 1.08591
H 1.39509 3.46875 1.76643
H -2.36049 -3.78852 2.48560
H -4.29445 -2.62692 -0.54133
H -2.61643 4.09659 0.28777
H -0.10458 -3.14795 -2.87731
H -2.84321 -4.72264 -1.17933
H -1.45739 5.19768 -3.10608
H 1.79316 -2.01593 1.18860
H 4.31647 0.23550 1.40473
H -0.23717 4.61441 0.34346
H 0.95098 -4.10141 1.07461
H -2.43184 -2.18885 1.72392
H -0.01872 3.83075 2.76477
H 1.51384 4.66040 -2.41136
H -2.95110 3.25410 -3.20154
H -4.22062 -1.43438 -1.85050
H -3.79562 -4.07833 -2.52031
H -3.32857 -3.57272 1.01573
H -0.52532 -5.38771 -1.73740
H 0.97512 -5.14707 -0.79660
H -0.15949 -4.45350 2.43659
H -2.15591 -2.08489 -2.62687
H 1.74565 2.27583 -2.12341
H 0.21912 2.17220 2.17733
H 2.22346 -2.77703 -0.91078
H 2.12282 1.79964 0.71428
H -0.36662 3.05192 -3.05201
*
```

## Properties
**HOMO-LUMO gap (spin up / spin down)**: 0.2064 / 0.1667 Eh
**HOMO energy (spin up / spin down)**: -2.71 / -2.55 eV
**Lowest unoccupied orbital energy (spin up / spin down)**: 2.91 / 1.99 eV
**Energy relative to the best compared isomer or geometry (same formula, charge and spin)**: 0.0 kJ/mol
**⟨S²⟩**: 2.03